Model i:
Formula: C4H13N3O2
Source: OMol25
Level of theory: ωB97M-V/def2-TZVPD

The calculation puts the LUMO energy at 0.68 eV. Its multiplicity is 1. As for the SMILES: [H]/N=C(\N)NO.CC(C)O. Its charge is 0. As for the HOMO-LUMO gap: 9.8266 eV. The highest occupied orbital energy is -9.145 eV.

Positions of all 22 atoms, in Å:
H: -1.90 1.20 -1.90
N: -1.89 1.03 -0.90
C: -1.08 1.72 -0.22
N: -0.24 2.72 -0.66
N: -0.97 1.42 1.12
O: -1.97 0.56 1.60
H: 0.57 2.92 -0.11
H: -0.08 2.75 -1.65
H: -0.86 2.20 1.77
H: -2.44 0.30 0.77
C: 1.64 -0.35 -0.28
C: 0.51 -1.39 -0.38
C: 0.29 -2.06 0.98
O: 0.77 -2.34 -1.39
H: 2.58 -0.84 -0.03
H: 1.40 0.37 0.49
H: 1.77 0.16 -1.24
H: -0.41 -0.90 -0.69
H: 0.05 -1.32 1.73
H: -0.54 -2.76 0.90
H: 1.18 -2.61 1.28
H: 1.61 -2.77 -1.19

Model ii:
Formula: C4H13N3O2
Source: OMol25
Level of theory: ωB97M-V/def2-TZVPD

The calculation puts the LUMO energy (alpha / beta) at 0.14 / 0.14 eV. Its multiplicity is 1. As for the SMILES: C/C=N/O.CN(O)CN. Its charge is 0. As for the HOMO-LUMO gap (alpha / beta): 8.0332 / 8.0328 eV. The highest occupied orbital energy (alpha / beta) is -7.895 / -7.894 eV.

Positions of all 22 atoms, in Å:
C: -2.18 -1.14 -1.43
C: -1.47 -0.58 -0.23
N: -2.15 -0.55 0.87
O: -2.02 0.62 1.66
H: -3.26 -1.08 -1.30
H: -1.91 -2.19 -1.53
H: -1.88 -0.61 -2.34
H: -0.41 -0.83 -0.28
H: -2.83 0.66 2.18
C: 1.40 1.36 -1.01
N: 0.78 0.79 0.18
O: 0.39 1.91 0.99
C: 1.76 -0.11 1.08
N: 2.01 -1.40 0.55
H: 2.28 1.95 -0.75
H: 0.69 2.00 -1.51
H: 1.71 0.55 -1.67
H: -0.53 1.72 1.25
H: 1.24 -0.20 2.03
H: 2.71 0.44 1.16
H: 2.49 -1.37 -0.34
H: 1.16 -1.95 0.47

Short version: model ii is the least stable of them.

Model i:
Formula: C3HN3O
Source: OMol25
Level of theory: ωB97M-V/def2-TZVPD

The calculation puts the LUMO energy at 0.10 eV. Its multiplicity is 1. As for the SMILES: N#Cc1ncon1. Its charge is 0. As for the HOMO-LUMO gap: 11.6297 eV. The highest occupied orbital energy is -11.529 eV.

Positions of all 8 atoms, in Å:
N: -4.54 0.48 -0.01
C: -3.45 0.13 0.01
C: -2.08 -0.17 0.00
N: -0.99 0.67 0.03
C: -0.01 -0.18 -0.03
O: -0.39 -1.43 0.01
N: -1.73 -1.42 -0.01
H: 1.01 -0.03 -0.08

Model ii:
Formula: C3HN3O
Source: OMol25
Level of theory: ωB97M-V/def2-TZVPD

The calculation puts the LUMO energy at -1.56 eV. Its multiplicity is 1. As for the SMILES: N#CC(C#N)N=O. Its charge is 0. As for the HOMO-LUMO gap: 9.3478 eV. The highest occupied orbital energy is -10.912 eV.

Positions of all 8 atoms, in Å:
N: 2.21 0.96 1.64
C: 1.18 0.64 1.22
C: -0.04 0.10 0.51
C: -0.42 -1.23 1.06
N: -0.66 -2.28 1.47
N: -1.16 0.96 0.96
O: -1.89 1.29 0.07
H: -0.06 0.01 -0.50

Short version: model ii is the least stable of them.

Model i:
Formula: C4H15N2O
Source: OMol25
Level of theory: ωB97M-V/def2-TZVPD

The calculation puts the LUMO energy (alpha / beta) at -7.53 / -13.61 eV. Its multiplicity is 2. Its charge is +2. As for the HOMO-LUMO gap (alpha / beta): 11.0864 / 4.9841 eV. The highest occupied orbital energy (alpha / beta) is -18.618 / -18.596 eV. Its expectation value of S² is 0.754.

Positions of all 22 atoms, in Å:
N: 1.40 -0.22 0.55
C: 1.31 0.41 -0.79
C: -0.12 0.67 -1.25
N: -1.25 0.59 -0.25
C: -2.49 1.53 -0.13
C: -1.87 -0.96 -0.02
H: 1.33 -1.18 0.72
H: 2.32 0.04 0.75
H: -0.59 0.64 0.57
H: 1.90 1.21 -0.87
H: 1.53 -0.42 -1.52
H: -0.28 1.65 -1.78
H: -0.38 -0.17 -1.91
H: -2.18 2.57 0.02
H: -3.00 1.25 -1.07
H: -2.86 1.15 0.80
H: -2.75 -0.79 0.52
H: -2.25 -1.34 -1.08
H: -1.05 -1.50 0.54
H: 4.29 -1.63 2.68
H: 3.24 -2.10 1.59
O: 3.75 -1.40 1.93

Model ii:
Formula: C4H15N2O
Source: OMol25
Level of theory: ωB97M-V/def2-TZVPD

The calculation puts the LUMO energy (alpha / beta) at -7.25 / -11.85 eV. Its multiplicity is 2. Its charge is +2. As for the HOMO-LUMO gap (alpha / beta): 11.8536 / 7.2537 eV. The highest occupied orbital energy (alpha / beta) is -19.105 / -19.105 eV. Its expectation value of S² is 0.754.

Positions of all 22 atoms, in Å:
N: -1.02 -0.58 0.73
C: -0.24 0.52 0.00
C: -0.57 0.50 -1.48
C: 1.26 0.44 0.34
N: 1.94 -0.60 -0.43
C: 3.36 -0.61 -0.46
H: -2.02 -0.27 0.64
H: -1.07 -1.58 0.50
H: -0.79 -0.61 1.73
H: -0.70 1.41 0.35
H: -0.31 1.50 -1.83
H: -1.62 0.33 -1.72
H: 0.05 -0.14 -2.10
H: 1.81 1.37 0.16
H: 1.34 0.14 1.39
H: 1.53 -1.53 -0.46
H: 3.69 0.31 -0.96
H: 3.91 -0.60 0.49
H: 3.74 -1.39 -1.10
H: -3.90 1.12 1.63
H: -4.06 -0.42 1.30
O: -3.80 0.45 0.95

Short version: model i is the least stable of them.

Model i:
Formula: C3H12N2O
Source: OMol25
Level of theory: ωB97M-V/def2-TZVPD

The calculation puts the LUMO energy (alpha / beta) at 4.27 / 4.04 eV. Its multiplicity is 2. Its charge is -1. As for the HOMO-LUMO gap (alpha / beta): 3.1923 / 9.4528 eV. The highest occupied orbital energy (alpha / beta) is 1.081 / -5.409 eV. Its expectation value of S² is 0.751.

Positions of all 18 atoms, in Å:
N: -0.71 0.76 0.42
C: 0.46 -0.10 -0.01
C: 1.66 0.77 0.42
C: 0.48 -1.50 0.56
N: -0.75 -1.96 1.19
H: -1.51 0.38 -0.11
H: -0.85 0.50 1.39
H: 0.38 -0.06 -1.08
H: 2.57 0.16 0.28
H: 1.73 1.67 -0.17
H: 1.57 1.00 1.48
H: 1.30 -1.63 1.28
H: 0.81 -2.23 -0.20
H: -1.58 -1.45 0.91
H: -0.92 -2.93 0.98
H: -0.87 2.56 -2.76
H: -1.97 1.76 -1.90
O: -1.79 2.31 -2.67

Model ii:
Formula: C3H12N2O
Source: OMol25
Level of theory: ωB97M-V/def2-TZVPD

The calculation puts the LUMO energy (alpha / beta) at 4.29 / 4.21 eV. Its multiplicity is 2. Its charge is -1. As for the HOMO-LUMO gap (alpha / beta): 2.9484 / 9.6849 eV. The highest occupied orbital energy (alpha / beta) is 1.337 / -5.478 eV. Its expectation value of S² is 0.750.

Positions of all 18 atoms, in Å:
C: 1.98 0.55 -0.94
C: 1.12 0.63 0.30
N: -0.27 0.32 0.01
C: -1.11 0.26 1.20
N: -2.50 0.07 0.93
H: 2.29 1.50 -1.37
H: 2.89 -0.05 -0.81
H: 1.50 0.02 -1.77
H: 1.18 1.61 0.78
H: 1.50 -0.10 1.01
H: -0.66 0.93 -0.70
H: -0.74 -0.58 1.78
H: -0.91 1.15 1.80
H: -2.75 -0.89 0.73
H: -2.80 0.67 0.17
H: 0.28 -2.62 -1.07
H: -0.43 -1.27 -0.85
O: -0.54 -2.20 -1.20

Short version: model i is the least stable of them.